Entry 1:
The following is a DFT calculation (ωB97M-V/def2-TZVPD) of a structure of composition C33H35N15O6PSc.

Structure (ORCA input):
```
! RIJCOSX wB97M-V def2-TZVPD def2/J DEFGRID3
* xyz 0 1
Sc 0.041 0.125 -0.063
N -0.566 -0.912 -4.254
C -0.695 -1.578 -2.958
C 0.297 -2.717 -2.796
C 0.315 -3.194 -1.342
N 0.902 -2.139 -0.478
C -1.090 -3.559 -0.863
C -2.142 -2.484 -1.130
N -1.909 -1.325 -0.246
C -2.098 -2.031 -2.587
H 0.811 0.305 -3.539
H -1.360 -0.298 -4.401
H -0.550 -1.576 -5.021
H -0.424 -0.817 -2.234
H 1.298 -2.396 -3.101
H 0.020 -3.558 -3.440
H 0.935 -4.092 -1.277
H 1.836 -1.916 -0.814
H 1.046 -2.526 0.454
H -1.061 -3.797 0.204
H -1.394 -4.477 -1.375
H -3.129 -2.913 -0.929
H -2.167 -1.551 0.710
H -2.477 -0.529 -0.530
H -2.802 -1.206 -2.738
H -2.413 -2.856 -3.234
N 3.748 0.958 -0.395
C 3.077 0.888 -1.569
N 3.649 1.197 -2.753
N 2.721 1.001 -3.651
N 1.653 0.615 -3.033
N 1.811 0.512 -1.706
C 3.228 0.568 0.823
N 3.947 0.539 1.924
N 3.086 0.100 2.864
N 1.928 -0.109 2.358
N 1.967 0.183 1.023
H 4.713 1.244 -0.423
N -0.994 1.224 -1.412
P -1.209 2.751 -1.205
C -1.831 3.611 -2.676
C -1.792 2.953 -3.899
C -2.235 3.586 -5.053
C -2.717 4.884 -4.984
C -2.757 5.550 -3.765
C -2.317 4.916 -2.614
C -2.397 3.204 0.091
C -2.242 4.290 0.945
C -3.203 4.567 1.908
C -4.326 3.765 2.020
C -4.495 2.685 1.163
C -3.536 2.408 0.205
C 0.344 3.586 -0.763
C 1.136 4.215 -1.718
C 2.432 4.605 -1.402
C 2.941 4.371 -0.132
C 2.155 3.748 0.829
C 0.863 3.355 0.515
H -1.404 1.942 -3.923
H -2.202 3.068 -6.003
H -3.063 5.381 -5.882
H -3.135 6.562 -3.712
H -2.359 5.433 -1.663
H -1.364 4.920 0.874
H -3.062 5.403 2.581
H -5.068 3.974 2.780
H -5.375 2.059 1.246
H -3.663 1.565 -0.466
H 0.749 4.390 -2.715
H 3.046 5.086 -2.152
H 3.952 4.672 0.110
H 2.549 3.555 1.819
H 0.254 2.871 1.274
O -1.740 1.714 3.332
C -1.382 0.680 2.814
O -0.913 0.558 1.611
C -1.446 -0.612 3.602
C -0.713 -1.725 3.222
C -0.801 -2.882 3.970
C -1.586 -2.984 5.101
C -2.302 -1.855 5.451
C -2.245 -0.673 4.736
N -3.168 -1.924 6.649
O -3.186 -2.971 7.262
O -3.851 -0.955 6.899
N -0.031 -4.062 3.534
O 0.575 -3.981 2.479
O -0.046 -5.041 4.244
H -0.039 -1.676 2.384
H -1.644 -3.892 5.680
H -2.804 0.197 5.050
*
```

The relative energy (zero: lowest compared OMol25 entry of this formula, charge and spin) comes out at 0.193 eV. The lowest unoccupied orbital energy is -0.0348 Ha. The largest force on an atom comes out at 1.1 eV/A. The HOMO energy is -8.64 eV. The calculation puts the energy at -99414.989 eV.

---

Entry 2:
The following is a DFT calculation (ωB97M-V/def2-TZVPD) of an isolated molecule of C13H18O8.

Structure (ORCA input):
```
! RIJCOSX wB97M-V def2-TZVPD def2/J DEFGRID3
* xyz 0 1
C 1.532 -2.410 2.919
C 1.209 -2.860 1.858
C 0.816 -3.410 0.564
C 0.956 -2.513 -0.648
O 2.303 -2.277 -1.065
C 2.109 -1.477 -2.176
O 2.764 -1.512 -3.161
O 1.038 -0.688 -1.968
C 0.368 -1.099 -0.739
C 0.785 -0.108 0.368
O 1.414 1.022 -0.208
C 1.906 1.931 0.751
O 1.644 3.241 0.391
C 0.272 3.586 0.266
C -0.170 3.581 -1.188
O -1.467 4.145 -1.337
C -1.126 -1.200 -1.016
O -1.841 0.016 -0.831
C -2.522 0.221 0.336
C -3.514 -0.822 0.786
O -2.426 1.270 0.907
H 1.819 -2.009 3.862
H 1.437 -4.288 0.368
H -0.209 -3.777 0.615
H 0.473 -3.063 -1.471
H 1.478 -0.599 1.047
H -0.089 0.223 0.931
H 1.475 1.704 1.736
H 2.993 1.861 0.809
H 0.166 4.608 0.636
H -0.356 2.933 0.882
H -0.140 2.573 -1.605
H 0.525 4.209 -1.741
H -2.030 3.776 -0.646
H -1.231 -1.482 -2.062
H -1.548 -2.004 -0.413
H -4.500 -0.504 0.455
H -3.510 -0.826 1.873
H -3.328 -1.828 0.428
*
```

The lowest unoccupied orbital energy is 0.0046 Ha. The largest force on an atom comes out at 0.6 eV/A. The HOMO energy is -9.67 eV. Its SMILES is C#CC[C@@H]1OC(=O)O[C@@]1(COCOCCO)COC(C)=O. The calculation puts the energy at -30149.653 eV.

---

Entry 3:
The following is a DFT calculation (ωB97M-V/def2-TZVPD) of a cluster of 5 separate species, C30H37F10N4OPS in total.

Structure (ORCA input):
```
! RIJCOSX wB97M-V def2-TZVPD def2/J DEFGRID3
* xyz 0 1
C -0.697 -2.596 1.634
C 0.087 -1.399 1.055
O 1.259 -1.180 1.828
C 0.502 -1.653 -0.385
P 1.073 -0.220 -1.414
C -0.398 0.922 -1.595
C -1.736 0.286 -1.234
C -2.775 1.328 -0.793
F -3.218 2.034 -1.864
F -2.238 2.190 0.106
C -3.967 0.614 -0.098
F -3.566 0.160 1.117
F -4.334 -0.457 -0.865
S -5.537 1.661 0.119
F -6.387 0.333 0.343
F -5.784 1.578 -1.442
F -4.717 3.004 -0.067
F -5.327 1.778 1.696
F -6.862 2.512 0.250
C 2.267 0.618 -0.263
C 1.734 1.741 0.610
C 1.799 3.107 -0.059
F 0.447 1.493 1.076
H -1.299 -2.262 2.473
H 0.007 -3.357 1.961
H -1.341 -3.023 0.870
H -0.556 -0.526 1.161
H 0.985 -1.157 2.746
H -0.254 -2.199 -0.938
H 1.381 -2.295 -0.332
H -0.215 1.849 -1.066
H -0.423 1.171 -2.652
H -1.673 -0.452 -0.446
H -2.152 -0.196 -2.115
H 2.717 -0.170 0.331
H 3.061 1.033 -0.879
H 2.370 1.799 1.493
H 1.743 3.053 -1.142
H 1.048 3.759 0.376
H 2.770 3.522 0.197
C -2.319 -1.275 6.978
C -1.059 -1.851 6.972
C -0.249 -1.649 5.865
N -0.615 -0.930 4.806
C -1.828 -0.383 4.827
C -2.714 -0.524 5.884
H -2.982 -1.409 7.823
H -0.711 -2.446 7.804
H 0.744 -2.082 5.821
H -2.099 0.196 3.950
H -3.688 -0.055 5.847
C -4.493 1.939 -4.799
C -3.507 2.035 -5.766
C -3.881 1.958 -7.100
N -5.138 1.795 -7.505
C -6.074 1.704 -6.564
C -5.807 1.770 -5.204
H -4.245 1.995 -3.750
H -2.468 2.166 -5.496
H -3.139 2.030 -7.887
H -7.089 1.570 -6.922
H -6.610 1.691 -4.483
C 3.690 -6.718 1.038
C 2.860 -6.688 -0.072
C 2.332 -5.468 -0.465
N 2.577 -4.323 0.166
C 3.373 -4.367 1.231
C 3.953 -5.534 1.705
H 4.123 -7.651 1.377
H 2.627 -7.590 -0.622
H 1.680 -5.400 -1.329
H 3.545 -3.417 1.726
H 4.594 -5.512 2.576
C 7.825 3.875 -0.976
C 7.819 2.494 -0.868
C 6.597 1.840 -0.822
N 5.422 2.465 -0.873
C 5.449 3.792 -0.967
C 6.613 4.542 -1.027
H 8.758 4.421 -1.017
H 8.741 1.931 -0.822
H 6.551 0.760 -0.745
H 4.479 4.277 -1.001
H 6.567 5.619 -1.108
*
```

The lowest unoccupied orbital energy is 0.0194 Ha. The largest force on an atom comes out at 1.1 eV/A. The HOMO energy is -7.73 eV. Its SMILES is C[C@@H](O)CP(CCC(F)(F)C(F)(F)S(F)(F)(F)(F)F)C[C@@H](C)F.c1ccncc1.c1ccncc1.c1ccncc1.c1ccncc1. The calculation puts the energy at -87014.667 eV.

---

Entry 4:
The following is a DFT calculation (ωB97M-V/def2-TZVPD) of a cluster of 2 separate species, C3H8NP in total.

Structure (ORCA input):
```
! RIJCOSX wB97M-V def2-TZVPD def2/J DEFGRID3
* xyz 0 1
C -0.800 0.159 -0.534
C -0.781 -1.319 0.009
C -1.060 1.243 0.593
N -0.380 0.514 -1.631
P 2.799 0.233 0.297
H -1.773 -1.672 0.493
H 0.110 -1.313 0.634
H -0.494 -2.026 -0.727
H -1.003 2.084 -0.054
H -0.163 1.126 1.222
H -2.093 1.055 1.009
H 2.599 0.901 -0.973
H 3.038 -0.984 -0.339
*
```

The relative energy (zero: lowest compared OMol25 entry of this formula, charge and spin) comes out at 3.259 eV. The lowest unoccupied orbital energy (spin up / spin down) is -0.0074 / -0.0518 Ha. The largest force on an atom comes out at 2.7 eV/A. The HOMO energy (spin up / spin down) is -9.05 / -9.14 eV. The calculation puts the energy at -14015.512 eV.

---

Molar mass for the records above, in order: 813.67, 302.28, 722.67, 89.08 g/mol